(1)
A structure of composition C18H20IrNO6STe, computed with ωB97M-V/def2-TZVPD.

XYZ file:
```
48
Properties=species:S:1:pos:R:3:forces:R:3
O -0.931 3.887 -0.017 -0.081 -0.011 -0.054
C -2.779 0.434 0.841 0.000 0.018 0.024
H 4.131 0.805 -0.411 0.002 0.012 -0.005
H -1.555 0.587 3.556 0.023 0.002 -0.011
C 5.104 -0.271 -4.213 0.001 0.003 -0.002
H 5.987 0.262 -4.539 0.000 0.000 -0.001
H 2.544 0.965 0.380 0.008 0.000 -0.018
C 2.827 -1.635 -3.386 0.001 0.011 0.016
C -1.116 0.014 2.736 0.046 -0.040 -0.032
H 3.177 -2.927 -5.053 -0.001 -0.001 0.000
H 5.197 -1.713 -5.794 0.001 0.000 0.000
O -1.624 -0.178 -1.253 0.025 -0.005 0.021
O 0.893 -0.117 4.018 -0.002 -0.094 0.009
H -0.964 -3.532 5.577 0.004 0.006 0.000
O 1.421 -0.617 -1.278 -0.077 0.027 -0.011
S -2.567 -3.483 2.369 -0.045 0.058 -0.034
N -1.416 0.644 1.424 0.011 -0.020 0.067
C 3.520 -2.062 -4.503 0.002 0.000 -0.001
H -3.167 1.415 0.561 -0.006 0.002 0.022
C -2.507 -3.619 4.076 0.018 -0.028 -0.015
C -2.759 -0.465 -0.392 -0.003 -0.043 -0.024
C -1.233 -3.473 4.532 0.020 -0.003 0.000
H -3.449 0.013 1.592 0.008 -0.030 -0.011
C 4.419 0.153 -3.086 -0.010 -0.002 0.008
Ir -0.016 -0.098 0.149 -0.002 0.044 0.015
C -1.151 2.112 1.558 -0.032 -0.013 -0.088
C 3.275 -0.525 -2.667 0.009 -0.010 -0.005
C -0.299 -3.233 3.485 -0.008 0.054 0.015
H -1.510 -0.997 2.752 -0.026 -0.043 -0.009
H 0.755 -3.056 3.644 -0.004 -0.003 0.006
H -3.681 -0.343 -0.962 0.009 0.014 0.002
H -3.397 -3.824 4.650 -0.002 -0.007 0.000
H -1.665 0.733 -1.591 -0.014 -0.014 -0.015
O 1.125 0.111 1.808 -0.024 -0.137 0.024
H -0.338 2.248 2.271 0.026 -0.005 -0.030
Te 0.021 -2.741 0.408 -0.035 -0.011 0.009
H -2.631 -1.512 -0.130 -0.003 0.001 0.015
H -2.034 2.620 1.945 -0.008 -0.004 0.011
C -0.875 -3.189 2.249 0.009 -0.076 -0.004
H 1.941 -2.156 -3.051 0.000 -0.002 0.002
C 2.517 -0.082 -1.477 0.071 -0.011 0.005
C 4.657 -1.379 -4.918 -0.001 -0.003 -0.003
C -0.696 2.726 0.236 0.219 0.017 0.121
O -0.007 1.902 -0.500 -0.085 0.005 0.011
C 3.066 0.966 -0.572 0.027 0.000 0.004
H 2.933 1.941 -1.047 -0.020 0.009 0.002
H 4.772 1.019 -2.543 -0.003 0.001 0.005
C 0.421 -0.031 2.911 -0.046 0.331 -0.040
```
Positions in Å, forces in eV/Å.

Values from the calculation:
* M: 698.24 g mol⁻¹
* spin multiplicity: 1
* frontier orbital gap: 0.249 Eh
* HOMO level: -7.41 eV
* energy: -53733.661 eV

How positive or negative is each atom? The Löwdin charges in e answer that: O 0.07; C -0.11; H 0.10; H 0.14; C -0.07; H 0.11; H 0.06; C 0.00; C -0.09; H 0.11; H 0.11; O -0.19; O 0.09; H 0.10; O -0.19; S 0.90; N -0.28; C -0.06; H 0.13; C -0.42; C -0.20; C -0.18; H 0.14; C -0.02; Ir 1.12; C -0.07; C -0.15; C -0.25; H 0.07; H 0.11; H 0.13; H 0.06; H 0.12; O -0.22; H 0.14; Te 0.95; H 0.05; H 0.14; C -1.04; H 0.12; C -0.31; C -0.07; C -0.63; O -0.15; C 0.01; H 0.12; H 0.11; C -0.63

=====

(2)
A structure of composition C13H10F3HgO3PSSe2, computed with ωB97M-V/def2-TZVPD.

XYZ file:
```
34
Properties=species:S:1:pos:R:3:forces:R:3
H 2.007 -0.241 -2.950 -0.003 0.002 -0.002
H -0.713 -3.401 0.471 -0.005 0.003 0.000
C -0.061 -0.130 -3.524 0.000 -0.001 -0.008
C 1.368 -1.450 2.285 0.008 -0.079 -0.033
C -0.535 4.492 -0.669 -0.045 0.023 0.052
Hg -0.296 1.534 1.918 0.625 -0.008 0.180
C 0.148 -3.124 1.067 0.035 -0.028 0.018
H -2.187 -0.034 -3.791 0.001 -0.002 0.003
H -2.679 -0.314 -1.376 -0.003 -0.001 0.001
O -3.072 4.497 -0.064 -0.005 0.065 0.021
C -0.622 -0.444 -0.822 0.027 -0.078 -0.025
Se -2.936 -1.340 1.341 -0.162 -0.043 0.038
C -1.658 -0.307 -1.735 0.020 -0.024 -0.023
C 0.978 -0.262 -2.612 0.022 -0.001 0.024
Se 1.698 2.600 3.129 -0.468 -0.118 -0.178
F -0.714 4.515 -1.995 -0.023 0.007 -0.012
H 3.155 -2.117 3.263 -0.002 -0.007 0.001
C 0.283 -1.804 1.492 -0.020 0.056 0.003
H 0.157 -0.006 -4.577 0.002 0.007 0.004
O -1.936 2.344 -0.455 -0.020 0.026 0.005
C 1.093 -4.072 1.421 -0.023 0.013 -0.012
F 0.613 3.844 -0.422 0.016 -0.005 -0.010
H 1.487 -0.428 2.627 0.008 -0.026 0.005
P -0.992 -0.598 0.958 0.069 0.197 0.071
F -0.392 5.756 -0.254 0.006 -0.010 0.025
H 2.916 -4.456 2.491 0.002 0.002 0.002
C 0.700 -0.418 -1.263 -0.060 0.048 -0.027
H 1.513 -0.517 -0.553 0.007 -0.008 0.001
S -1.942 3.647 0.173 -0.039 -0.014 -0.228
C 2.180 -3.713 2.211 0.006 0.002 0.003
C 2.314 -2.404 2.644 0.001 0.023 0.006
O -1.482 3.600 1.570 0.024 -0.020 0.077
C -1.376 -0.152 -3.084 -0.001 0.000 0.018
H 0.981 -5.095 1.085 0.002 -0.001 -0.001
```
Positions in Å, forces in eV/Å.

Values from the calculation:
* M: 692.76 g mol⁻¹
* net charge: -1
* spin multiplicity: 2
* frontier orbital gap (spin up / spin down): 0.275 / 0.214 Eh
* HOMO level (spin up / spin down): -4.95 / -4.91 eV
* energy: -182933.197 eV

How positive or negative is each atom? The Löwdin charges in e answer that: H 0.10; H 0.09; C -0.10; C -0.12; C -0.67; Hg 0.68; C -0.11; H 0.10; H 0.07; O -0.28; C -0.43; Se 0.14; C -0.13; C -0.09; Se -0.14; F 0.12; H 0.10; C -0.44; H 0.10; O -0.34; C -0.09; F 0.09; H 0.02; P 0.29; F 0.12; H 0.10; C -0.09; H 0.10; S 0.44; C -0.10; C -0.09; O -0.45; C -0.08; H 0.10

=====

(3)
A structure of composition C6H9F3N3V, computed with ωB97M-V/def2-TZVPD.

XYZ file:
```
22
Properties=species:S:1:pos:R:3:forces:R:3
H -30.284 2.405 3.612 -0.125 0.211 0.109
H -31.224 1.065 4.322 0.056 -0.015 -0.201
V -26.745 -1.269 5.230 0.375 0.302 -1.876
C -24.300 -3.132 6.511 0.412 -0.374 0.174
C -23.164 -3.668 7.243 -0.030 0.045 -0.026
H -23.192 -4.755 7.267 -0.098 -0.016 -0.029
H -23.212 -3.283 8.259 0.153 -0.016 0.017
H -22.244 -3.352 6.757 0.032 0.062 0.074
H -28.273 1.723 9.174 -0.088 -0.003 -0.038
C -27.661 0.857 9.400 0.482 -0.160 0.404
N -28.190 0.384 4.704 0.661 -0.888 0.311
H -28.071 0.286 10.231 -0.202 0.077 -0.025
N -25.188 -2.697 5.951 -0.883 0.487 -0.353
F -28.185 -2.505 5.321 0.972 0.868 0.217
N -27.408 -0.686 7.338 0.294 -0.059 -0.133
F -26.408 -1.456 3.372 -0.127 0.077 1.866
F -25.374 0.038 5.677 -1.139 -0.952 -0.147
C -27.513 -0.010 8.251 -0.257 -0.096 -0.212
C -29.163 0.961 4.600 -0.485 0.505 -0.123
H -26.664 1.179 9.701 -0.043 0.160 -0.038
C -30.384 1.744 4.467 -0.079 -0.547 0.173
H -30.576 2.257 5.407 0.119 0.332 -0.146
```
Positions in Å, forces in eV/Å.

Values from the calculation:
* M: 231.10 g mol⁻¹
* spin multiplicity: 3
* frontier orbital gap (spin up / spin down): 0.315 / 0.393 Eh
* HOMO level (spin up / spin down): -8.29 / -10.42 eV
* energy: -44681.480 eV

How positive or negative is each atom? The Löwdin charges in e answer that: H 0.09; H 0.09; V 0.94; C -0.17; C -0.03; H 0.09; H 0.09; H 0.09; H 0.09; C -0.04; N 0.16; H 0.09; N 0.16; F -0.53; N 0.14; F -0.51; F -0.54; C -0.18; C -0.17; H 0.09; C -0.03; H 0.09

=====

(4)
A cluster of 6 separate species, C36H67F2N3O12 in total, computed with ωB97M-V/def2-TZVPD.

XYZ file:
```
120
Properties=species:S:1:pos:R:3:forces:R:3
H -1.875 1.409 1.776 -0.062 0.148 0.046
H -3.858 -1.013 4.793 0.168 0.535 0.227
H -0.711 -4.446 0.182 -0.245 0.215 0.110
H -3.351 -7.280 -3.062 0.191 0.033 0.204
C 0.509 -0.956 4.481 0.309 1.978 -0.480
H 2.874 2.779 1.198 0.671 0.301 -0.712
C -0.142 -0.789 2.080 0.184 2.278 0.426
C -3.386 -3.787 -0.266 -0.310 1.151 0.314
O 3.747 1.054 -6.692 -2.007 -0.951 -0.600
C 2.528 3.810 1.323 -1.770 -0.535 -0.090
C 6.812 -1.417 1.092 -0.998 0.263 -0.491
N -2.712 -4.715 -2.555 0.845 -0.992 0.567
C 4.493 5.060 0.679 0.066 1.229 -1.305
C -3.010 -1.978 3.134 0.859 0.603 -0.426
H -2.981 -3.661 0.741 0.236 -0.044 -0.084
H -3.020 0.120 1.391 0.025 -0.100 0.142
C -4.031 -6.804 -1.032 2.096 0.838 0.154
H 0.013 4.925 -0.855 -0.044 0.116 -0.233
C 0.489 5.047 1.787 0.711 0.513 0.400
C -1.006 -4.354 -0.865 -0.458 -0.244 0.002
C -0.670 -0.844 3.508 -1.076 -1.661 0.501
C 1.420 -0.885 -0.739 -0.920 -0.232 -0.838
C 4.256 2.271 -6.804 2.494 1.284 0.792
H 1.896 4.055 -1.355 0.193 -0.192 -0.523
H -0.540 5.159 2.130 -0.182 -0.273 -0.404
H -3.651 -4.354 -4.969 0.374 -0.140 -0.207
H -3.013 -1.889 2.042 0.207 0.249 -0.012
H -0.144 6.666 -1.220 0.384 0.048 0.060
H -0.401 -5.095 -1.391 0.092 0.264 -0.306
H 3.964 -0.251 1.505 -0.120 -0.266 0.164
H 5.134 0.028 2.801 0.091 -0.040 -0.029
C -3.794 -5.375 -4.600 -1.096 1.640 -0.335
F 4.185 -2.800 1.463 -0.056 -0.171 -0.003
H -3.572 1.249 5.473 -0.671 -0.130 -0.006
H -0.409 7.634 1.802 -0.118 -0.020 -0.227
H 0.663 3.318 0.369 -0.498 -0.106 0.194
C -5.177 -4.337 -2.710 -1.256 -0.928 -1.377
C -4.069 -6.657 -2.529 -1.660 -0.464 -0.615
H -0.846 -3.338 -1.224 0.336 -0.058 0.047
O -0.783 1.454 4.260 0.144 0.299 -0.672
C 0.821 6.140 0.764 -0.739 0.343 -1.099
H -0.766 1.922 3.402 0.086 -0.058 0.214
H -4.662 -0.642 3.302 0.014 0.315 -0.033
H 2.793 4.032 2.360 0.382 0.562 -0.186
H 0.967 0.043 4.457 0.133 -0.095 -0.116
H 0.772 8.343 0.674 0.104 0.015 0.022
H -1.160 5.908 -0.012 -0.058 0.036 -0.061
C -1.551 -2.145 3.607 -0.370 0.716 -0.271
H 3.112 7.636 0.019 0.066 0.371 -0.565
H 0.833 2.934 2.146 -0.639 -0.195 -0.246
H -3.532 -2.929 3.256 -0.300 0.214 0.585
O 0.971 0.442 -1.055 0.309 0.970 1.246
H 3.237 -1.186 -1.928 -0.052 0.371 0.487
O 5.889 -0.409 0.925 0.875 -0.735 0.372
H -3.224 2.596 4.482 0.278 -0.104 -0.452
N -1.497 0.260 4.056 -0.536 0.030 1.018
C 2.143 -1.225 -2.012 2.373 -0.820 -1.441
H 1.322 -1.597 4.146 -0.371 -0.701 0.368
C -3.633 1.583 4.436 1.176 0.569 0.237
C 4.980 -2.050 2.281 0.806 0.539 -0.004
C 0.595 7.541 1.383 -0.069 -1.080 0.486
C -2.728 -6.122 -0.485 -1.639 0.541 -0.755
H 0.545 -1.518 -0.582 -0.095 0.172 -0.048
H 3.354 5.036 -1.813 -0.607 0.209 -0.103
H 0.531 -1.618 1.883 -0.286 -0.205 -0.153
H -0.935 -0.604 1.357 0.094 -0.711 -0.202
C 2.496 2.499 -5.401 0.259 -1.293 -1.405
H -4.974 -3.289 -2.910 -0.006 0.028 0.158
O -2.399 -3.442 -3.065 -0.519 0.844 0.036
C 2.936 4.286 -1.137 0.387 0.401 -0.314
H 1.534 2.999 -5.389 0.229 0.401 0.130
H -4.621 1.672 3.991 -0.251 -0.216 0.501
C -2.872 0.569 3.601 0.912 -1.971 -1.626
H -3.496 -2.783 -0.685 0.276 -0.040 -0.161
H 2.141 0.309 -5.686 -0.033 -0.027 -0.057
H -4.720 -5.658 -5.107 0.011 -0.444 0.237
H -2.976 -6.009 -4.927 0.104 -0.073 0.348
H 2.007 -0.938 0.172 0.253 0.380 -0.159
H -5.986 -4.675 -3.375 0.044 0.479 -0.296
H 2.920 2.292 -4.422 -0.421 -0.017 0.141
O 1.789 -0.223 -2.976 0.491 0.045 0.464
O 3.510 3.184 -6.153 -0.561 0.475 -0.172
H -2.977 -5.997 0.570 0.889 -0.076 0.229
H 1.279 7.560 2.234 0.108 0.521 -0.082
O 6.341 -2.323 2.008 -0.381 -0.144 0.080
F 1.521 1.327 -7.274 0.063 0.156 -0.592
H -3.627 1.669 2.001 0.160 0.121 -0.790
O 0.934 1.828 -2.849 0.575 0.453 0.641
H 5.127 4.174 0.700 -0.449 -0.333 0.175
C 1.297 0.835 -2.301 -1.935 -1.240 -0.918
N 2.260 6.085 0.448 -0.071 -0.104 0.515
H -5.068 -6.975 -2.862 0.149 -0.400 -0.118
H 0.169 -0.969 5.515 0.072 -0.942 -0.005
C 4.911 -0.589 1.926 -0.884 0.936 0.029
H 1.092 5.316 2.663 -0.093 -0.178 0.188
H -1.904 -6.810 -0.670 0.171 0.146 0.151
C 2.394 1.198 -6.257 0.788 0.001 2.174
C -3.669 -0.743 3.751 -0.475 -1.243 -0.111
H 3.618 3.454 -1.325 -0.342 -0.414 0.465
O 7.808 -1.519 0.482 0.605 -0.039 -0.001
C 3.011 4.843 0.269 1.134 -1.430 1.486
H -1.570 -3.530 -3.546 -0.065 -0.314 -0.017
H 4.760 -2.262 3.325 -0.010 -0.283 -0.108
C 0.981 3.667 1.350 1.182 0.720 0.600
H -1.185 -2.903 2.911 0.699 -0.140 0.483
O 5.352 2.494 -7.230 -0.797 0.018 -0.378
O 2.589 7.064 -0.556 0.120 -0.581 0.822
H -1.473 -2.457 4.648 -0.307 -0.376 -0.047
H 4.941 5.670 -0.116 0.141 0.183 0.206
H 4.574 5.619 1.610 -0.079 -0.150 0.096
H 0.451 0.139 2.045 0.253 -0.150 -0.324
H -5.688 -4.502 -1.764 0.795 0.115 0.443
H -4.411 -4.115 -0.094 0.089 -0.430 -0.269
C -2.488 -4.713 -1.081 -0.048 -0.576 0.345
H 2.056 -2.184 -2.525 -0.966 -0.130 0.497
H -3.796 -7.795 -0.643 -1.215 -0.456 -0.465
C -0.151 5.916 -0.432 0.094 -0.117 0.418
H -4.941 -6.361 -0.631 0.096 -0.217 0.439
C -2.815 0.942 2.073 -1.067 0.808 1.039
C -3.995 -5.229 -3.091 1.764 -0.392 1.205
```
Positions in Å, forces in eV/Å.

Values from the calculation:
* SMILES: CC1(C)CCCC(C)(C)N1O.CC1(C)CCCC(C)(C)N1O.CC1(C)CCCC(C)(C)N1O.O=C1OC[C@@H](F)O1.O=C1OC[C@@H](F)O1.O=C1OCCO1
* M: 771.94 g mol⁻¹
* spin multiplicity: 1
* frontier orbital gap: 0.314 Eh
* HOMO level: -8.54 eV
* energy: -72888.963 eV

Atomic partial charges in e from the Löwdin method, atoms 1 to 99: H 0.07; H 0.12; H 0.08; H 0.12; C -0.04; H 0.11; C -0.05; C -0.04; O 0.14; C -0.14; C -0.52; N -0.11; C -0.04; C -0.19; H 0.06; H 0.07; C -0.16; H 0.06; C -0.15; C -0.03; C -0.49; C -0.11; C -0.59; H 0.06; H 0.12; H 0.08; H 0.07; H 0.08; H 0.09; H 0.13; H 0.14; C -0.04; F 0.06; H 0.09; H 0.08; H 0.10; C -0.02; C -0.15; H 0.06; O -0.03; C -0.51; H 0.08; H 0.12; H 0.12; H 0.07; H 0.08; H 0.08; C -0.11; H 0.10; H 0.09; H 0.11; O 0.06; H 0.13; O 0.07; H 0.08; N -0.10; C -0.10; H 0.08; C -0.04; C -0.30; C -0.03; C -0.13; H 0.11; H 0.09; H 0.08; H 0.07; C -0.04; H 0.09; O -0.04; C -0.03; H 0.14; H 0.09; C -0.49; H 0.09; H 0.15; H 0.09; H 0.09; H 0.11; H 0.09; H 0.12; O 0.05; O 0.07; H 0.11; H 0.08; O 0.13; F 0.09; H 0.08; O 0.16; H 0.08; C -0.56; N -0.09; H 0.12; H 0.09; C -0.09; H 0.12; H 0.12; C -0.28; C -0.14; H 0.09